{
  "formula": "C31H78B4Br2N4O13Si",
  "method": "ωB97M-V/def2-TZVPD",
  "total_charge": 0,
  "multiplicity": 1,
  "homo_ha": -0.3173,
  "elements": ["C", "C", "Br", "C", "Br", "B", "O", "B", "C", "B", "O", "O", "O", "B", "Si", "C", "C", "C", "O", "H", "H", "H", "H", "H", "H", "H", "H", "H", "H", "H", "H", "H", "H", "H", "H", "H", "H", "C", "O", "C", "C", "N", "C", "C", "O", "C", "H", "H", "H", "H", "H", "H", "H", "H", "H", "H", "H", "H", "H", "H", "H", "C", "O", "C", "C", "N", "C", "C", "O", "C", "H", "H", "H", "H", "H", "H", "H", "H", "H", "H", "H", "H", "H", "H", "H", "C", "O", "C", "C", "N", "C", "C", "O", "C", "H", "H", "H", "H", "H", "H", "H", "H", "H", "H", "H", "H", "H", "H", "H", "C", "O", "C", "C", "N", "C", "C", "O", "C", "H", "H", "H", "H", "H", "H", "H", "H", "H", "H", "H", "H", "H", "H", "H"],
  "xyz": [[0.75387, -1.06740, -0.23952], [1.61303, -2.28251, -0.56048], [1.52795, -3.49131, 0.97970], [1.28675, -2.99844, -1.89200], [0.10241, -1.95881, -3.05940], [0.77128, -4.48454, -1.76187], [-0.50402, -4.87260, -2.07881], [-0.40679, -6.13192, -2.63164], [-1.44948, -7.23833, -2.37880], [-0.85305, -8.34328, -1.40178], [-0.59064, -7.98090, -0.09317], [-0.61585, -9.61655, -1.82150], [0.75166, -6.41272, -3.38366], [1.86584, -6.26188, -2.58480], [3.68806, -6.99728, -2.92598], [4.20843, -6.81266, -4.73920], [3.62795, -8.85185, -2.54950], [4.86083, -6.09537, -1.75423], [1.63680, -5.52162, -1.40900], [0.94300, -0.80756, 0.79418], [1.05826, -0.25218, -0.88229], [-0.30166, -1.28737, -0.32483], [2.62839, -1.92633, -0.61644], [2.21189, -3.04641, -2.45046], [-1.74838, -7.70224, -3.31328], [-2.32240, -6.84324, -1.87428], [0.20689, -7.42165, -0.09475], [-0.19521, -9.58450, -2.69719], [3.68146, -5.97385, -5.17689], [3.92168, -7.70453, -5.28101], [5.28202, -6.68285, -4.78790], [3.49521, -9.07813, -1.49969], [4.52059, -9.34113, -2.92203], [2.80275, -9.26409, -3.12298], [5.71053, -6.69776, -1.45737], [5.15912, -5.13330, -2.15403], [4.29938, -5.87992, -0.84853], [-3.36545, 5.07906, -0.25536], [-4.04981, 3.92783, 0.19899], [-5.15729, 3.56039, -0.61541], [-4.86475, 2.28838, -1.38198], [-3.86779, 2.52378, -2.42174], [-3.35205, 1.31396, -3.05732], [-2.56658, 0.32435, -2.20092], [-1.31656, 0.81952, -1.75059], [-1.36775, 1.59089, -0.56363], [-2.64709, 5.36447, 0.51198], [-2.81879, 4.86639, -1.18098], [-4.05381, 5.91420, -0.41699], [-5.43965, 4.36837, -1.29585], [-6.00191, 3.38052, 0.05670], [-5.78662, 1.93199, -1.85083], [-4.54006, 1.53290, -0.65370], [-3.08731, 3.02786, -2.02268], [-2.69313, 1.63647, -3.86741], [-4.19015, 0.78549, -3.52321], [-2.33547, -0.53416, -2.83494], [-3.15377, -0.06678, -1.36101], [-2.16222, 1.25605, 0.10807], [-1.49455, 2.65434, -0.78314], [-0.41068, 1.47664, -0.05212], [-7.17770, 4.08672, 7.28081], [-7.15600, 3.34757, 6.07491], [-7.69588, 4.03737, 4.95476], [-6.61545, 4.38478, 3.95301], [-5.72735, 5.41964, 4.46789], [-4.53139, 5.64174, 3.65933], [-3.53356, 4.49758, 3.52126], [-2.85104, 4.16888, 4.71818], [-3.52644, 3.26989, 5.57759], [-6.89181, 3.40874, 8.08303], [-6.46932, 4.92190, 7.26084], [-8.17984, 4.47234, 7.48964], [-8.24435, 4.93106, 5.26511], [-8.40748, 3.35961, 4.47417], [-7.08538, 4.74681, 3.03348], [-6.07682, 3.45724, 3.71650], [-5.43776, 5.16535, 5.40313], [-4.00091, 6.48939, 4.10068], [-4.84461, 5.95167, 2.65692], [-2.75874, 4.83126, 2.82659], [-3.98069, 3.60468, 3.07138], [-4.14151, 2.55820, 5.02122], [-4.14803, 3.80011, 6.30478], [-2.77114, 2.71473, 6.13427], [5.10654, -4.83273, 2.72029], [5.89875, -3.66020, 2.67298], [5.15318, -2.45024, 2.72540], [5.38461, -1.72065, 4.03136], [4.77097, -2.42826, 5.14805], [5.14247, -1.91813, 6.46524], [6.60573, -2.00864, 6.88739], [7.07401, -3.32816, 7.08947], [7.52907, -3.99977, 5.92921], [5.76317, -5.67695, 2.51571], [4.64955, -4.97700, 3.70539], [4.31972, -4.80844, 1.96065], [4.08771, -2.62849, 2.55728], [5.51578, -1.81805, 1.90853], [4.94878, -0.71938, 3.96308], [6.47032, -1.61161, 4.15804], [5.03272, -3.40409, 5.09836], [4.55477, -2.47379, 7.19981], [4.82464, -0.87279, 6.53314], [6.69044, -1.51541, 7.85926], [7.27257, -1.46531, 6.20705], [7.97133, -3.31045, 5.20576], [6.72415, -4.56482, 5.45105], [8.29219, -4.71369, 6.23961], [0.45944, 5.74776, -2.53874], [-0.51262, 5.05063, -3.29586], [-1.27818, 5.88700, -4.15729], [-0.94226, 5.61727, -5.60782], [0.39554, 6.09102, -5.93938], [0.88105, 5.65863, -7.24745], [1.07314, 4.16375, -7.48604], [2.11397, 3.57929, -6.72681], [1.75875, 3.16365, -5.42034], [0.86915, 5.05379, -1.80628], [1.27942, 6.11302, -3.16570], [0.01220, 6.59248, -2.00615], [-1.15351, 6.94529, -3.91230], [-2.32926, 5.62917, -3.99472], [-1.66972, 6.12958, -6.24411], [-1.04847, 4.53645, -5.77115], [1.04150, 5.75964, -5.23512], [1.84754, 6.14322, -7.40476], [0.20440, 6.04905, -8.01418], [1.36808, 4.04160, -8.53150], [0.14310, 3.59642, -7.36020], [0.71844, 2.83353, -5.36492], [1.93060, 3.95658, -4.68680], [2.40242, 2.32507, -5.15448]],
  "forces_ev_per_a": [[0.30, -0.55, 0.46], [-0.46, 0.64, -0.31], [0.02, -0.11, -0.01], [-0.09, -0.04, 0.36], [0.23, -0.23, -0.03], [-0.63, 0.33, 0.87], [0.55, -0.01, -0.18], [-0.98, -0.25, -0.47], [0.17, -0.23, -0.19], [-0.25, 0.65, -0.04], [0.60, -0.10, -0.05], [0.87, -0.17, -0.24], [0.06, -0.28, 0.28], [-0.12, -0.04, 0.15], [0.67, -0.48, -0.10], [-0.47, -0.05, 0.80], [-0.03, 0.55, -0.32], [-0.69, -0.21, -0.01], [0.68, 0.48, -0.75], [0.12, 0.27, 0.19], [-0.28, 0.20, -0.21], [-0.20, 0.10, -0.22], [0.45, -0.22, 0.24], [0.23, -0.07, -0.22], [-0.07, -0.11, -0.23], [-0.24, 0.21, 0.08], [-0.52, -0.02, 0.41], [-0.70, -0.32, 0.15], [0.14, 0.28, -0.26], [0.00, -0.22, -0.22], [0.22, 0.11, -0.20], [-0.06, -0.11, 0.23], [0.31, -0.10, 0.06], [-0.26, -0.19, 0.02], [0.35, 0.00, -0.15], [0.31, 0.13, -0.14], [-0.10, 0.03, 0.24], [0.09, -0.15, 0.00], [-0.03, 0.23, -0.04], [-0.20, -0.26, 0.20], [0.25, 0.09, -0.13], [-0.03, -0.13, 0.13], [0.01, 0.18, -0.06], [-0.01, -0.07, -0.19], [-0.23, 0.06, 0.15], [0.21, 0.02, -0.13], [-0.01, -0.04, 0.02], [0.00, 0.22, -0.04], [0.02, 0.01, -0.05], [0.11, 0.03, -0.04], [0.00, 0.01, -0.01], [0.00, -0.03, 0.00], [-0.11, -0.03, 0.04], [0.01, 0.04, -0.02], [0.00, -0.04, -0.02], [-0.01, -0.04, 0.04], [0.01, -0.01, 0.01], [0.01, 0.13, 0.08], [-0.06, 0.03, -0.01], [-0.10, 0.03, 0.08], [-0.02, -0.03, -0.01], [0.03, -0.12, -0.07], [0.01, 0.17, 0.12], [-0.09, -0.22, -0.22], [0.16, 0.07, 0.18], [0.01, -0.14, -0.08], [-0.03, 0.15, 0.16], [0.12, 0.05, -0.20], [-0.10, -0.05, 0.03], [0.18, 0.08, 0.06], [0.01, -0.02, -0.02], [-0.07, 0.07, 0.03], [0.01, 0.05, 0.02], [0.08, 0.05, 0.06], [-0.02, 0.01, 0.02], [0.02, 0.00, -0.02], [-0.10, -0.05, -0.10], [-0.02, 0.01, 0.02], [0.03, 0.01, -0.04], [-0.01, -0.06, -0.03], [0.02, -0.02, 0.01], [-0.06, -0.02, 0.08], [-0.06, 0.03, -0.01], [-0.11, -0.08, -0.02], [0.02, 0.01, -0.03], [0.12, 0.05, -0.04], [-0.17, -0.13, 0.07], [0.18, 0.25, -0.16], [0.00, -0.22, 0.14], [0.15, 0.06, -0.01], [-0.15, -0.15, -0.04], [-0.01, 0.17, 0.19], [0.03, 0.00, -0.12], [-0.01, -0.11, 0.18], [0.03, 0.02, 0.01], [-0.09, -0.01, -0.04], [-0.04, -0.01, 0.03], [-0.02, -0.09, 0.09], [-0.02, 0.00, -0.01], [0.01, 0.01, 0.02], [0.01, 0.12, -0.10], [-0.03, -0.02, -0.02], [0.01, 0.04, 0.04], [0.04, 0.03, -0.02], [0.01, -0.01, 0.01], [-0.02, -0.08, -0.10], [-0.05, 0.02, -0.04], [0.03, 0.05, -0.13], [0.01, 0.02, 0.03], [-0.05, -0.14, 0.00], [0.13, 0.23, 0.16], [-0.38, -0.26, -0.12], [0.24, -0.01, 0.03], [-0.07, -0.13, -0.03], [0.11, 0.13, 0.12], [0.01, 0.00, -0.25], [-0.09, -0.01, 0.09], [0.20, -0.02, -0.06], [-0.03, -0.05, -0.03], [-0.01, 0.10, 0.04], [0.04, 0.04, -0.01], [0.16, 0.00, 0.01], [-0.01, 0.03, 0.01], [0.01, -0.01, -0.03], [-0.17, 0.00, 0.00], [0.01, 0.02, 0.02], [0.00, -0.01, -0.06], [-0.04, -0.03, 0.00], [0.01, -0.01, 0.00], [-0.01, 0.03, 0.12], [-0.04, 0.05, 0.02], [-0.13, -0.01, 0.06], [0.00, -0.01, -0.04]]
}